1.
This record from the OMol25 dataset describes a molecular structure, C4H15BrMgNO3. The level of theory is the ωB97M-V functional and the def2-TZVPD basis.

Computed properties:
⟨S²⟩: 0.755
DFT total energy: -87490.969 eV
Multiplicity: 2
Net charge: +2

Each line ends with the Mulliken spin population.
Element x y z (Å)
Mg  -0.657  -0.143  -3.808  -0.0005
Br  -1.362  1.488  -2.147  0.0016
O  -2.967  1.652  0.877  0.0001
H  -2.556  1.437  0.039  -0.0001
H  -2.259  1.583  1.517  0.0000
O  -2.241  4.725  -2.556  0.0000
H  -1.847  5.286  -1.887  0.0000
H  -2.067  3.834  -2.254  -0.0002
C  3.184  -1.176  0.421  0.0116
C  1.731  -1.010  -0.126  0.0074
C  0.722  -1.493  0.939  0.1620
O  -0.550  -1.605  0.339  0.0628
C  -1.581  -1.917  1.277  0.0105
N  1.627  0.373  -0.517  0.6935
H  3.269  -2.186  0.822  -0.0008
H  3.364  -0.513  1.266  -0.0005
H  3.923  -1.046  -0.370  0.0004
H  1.666  -1.691  -0.974  0.0212
H  0.732  -0.740  1.726  0.0087
H  1.007  -2.486  1.286  0.0286
H  -2.558  -1.872  0.796  0.0006
H  -1.630  -1.192  2.090  0.0023
H  -1.486  -2.930  1.668  -0.0009
H  1.868  0.972  0.260  -0.0011
H  0.670  0.650  -0.684  -0.0074

***

2.
This record from the OMol25 dataset describes a molecular structure, C35H35HgN6O2. The level of theory is the ωB97M-V functional and the def2-TZVPD basis.

Computed properties:
⟨S²⟩: 0.767
Multiplicity: 2
Relative energy (zero: lowest compared OMol25 entry of this formula, charge and spin): 0.0 kcal per mole

Each line ends with the Mulliken spin population.
Element x y z (Å)
Hg  0.509  0.414  -0.286  -0.0373
C  3.760  -0.310  -1.286  0.0004
C  2.919  -1.314  -2.079  -0.0013
C  1.986  -0.652  -3.055  0.0004
C  1.961  -1.034  -4.392  -0.0001
C  1.118  -0.387  -5.277  -0.0002
C  0.321  0.648  -4.810  -0.0012
C  0.391  0.967  -3.470  -0.0011
N  1.194  0.333  -2.608  0.0014
N  3.133  0.196  -0.049  -0.0004
C  3.219  -0.819  1.012  -0.0007
C  2.478  -0.409  2.262  0.0005
C  3.026  -0.599  3.523  0.0002
C  2.293  -0.229  4.640  -0.0001
C  1.039  0.331  4.467  0.0011
C  0.569  0.494  3.174  -0.0003
N  1.267  0.128  2.105  -0.0063
C  3.784  1.437  0.382  0.0000
C  2.869  2.471  1.003  -0.0001
C  3.326  3.256  2.053  0.0001
C  2.502  4.245  2.563  -0.0003
C  1.244  4.417  2.008  -0.0007
C  0.868  3.585  0.968  0.0001
N  1.663  2.637  0.469  0.0024
H  3.967  0.550  -1.924  0.0002
H  4.729  -0.767  -1.037  -0.0001
H  2.340  -1.960  -1.412  0.0002
H  3.593  -1.962  -2.641  0.0001
H  2.600  -1.841  -4.724  0.0000
H  1.084  -0.683  -6.317  0.0000
H  -0.352  1.188  -5.461  -0.0001
H  -0.234  1.749  -3.058  -0.0017
H  4.270  -1.021  1.259  0.0002
H  2.750  -1.733  0.643  0.0002
H  4.012  -1.032  3.623  0.0000
H  2.700  -0.372  5.633  0.0000
H  0.437  0.637  5.311  0.0003
H  -0.406  0.930  2.977  -0.0009
H  4.253  1.909  -0.483  0.0001
H  4.593  1.220  1.091  -0.0001
H  4.310  3.081  2.469  0.0001
H  2.833  4.865  3.386  0.0000
H  0.562  5.171  2.374  -0.0005
H  -0.116  3.669  0.524  -0.0068
N  -3.817  4.904  -1.888  0.0211
C  -3.535  3.969  -1.275  -0.0371
C  -3.183  2.809  -0.516  -0.0525
C  -4.100  2.194  0.405  0.5321
C  -3.619  1.062  1.081  -0.1060
C  -2.357  0.586  0.870  0.3136
N  -1.475  1.198  -0.030  0.2401
C  -1.931  2.291  -0.693  0.0784
H  -5.095  2.584  0.550  0.0519
H  -4.252  0.528  1.778  -0.0106
H  -1.999  -0.320  1.338  -0.0063
H  -1.249  2.770  -1.386  0.0213
C  -5.720  -2.142  0.260  0.0111
C  -4.249  -2.335  0.011  0.0089
C  -3.416  -2.813  1.019  -0.0102
C  -2.050  -2.961  0.823  0.0228
C  -1.159  -3.448  1.936  -0.0004
C  -1.508  -2.642  -0.423  -0.0207
C  -2.324  -2.192  -1.457  0.0264
C  -1.747  -1.905  -2.817  0.0041
C  -3.686  -2.031  -1.220  -0.0314
C  -0.021  -2.763  -0.642  -0.0078
O  0.440  -3.685  -1.306  0.0000
O  0.700  -1.851  -0.073  0.0016
H  -6.189  -3.068  0.598  -0.0005
H  -6.232  -1.812  -0.644  0.0008
H  -5.892  -1.388  1.031  -0.0010
H  -3.841  -3.062  1.987  -0.0011
H  -1.730  -3.618  2.849  0.0006
H  -0.371  -2.721  2.143  0.0001
H  -0.667  -4.383  1.660  0.0001
H  -1.478  -2.833  -3.325  -0.0002
H  -0.834  -1.313  -2.742  0.0027
H  -2.458  -1.359  -3.437  0.0001
H  -4.320  -1.656  -2.017  0.0006

***

3.
This record from the OMol25 dataset describes a molecular structure, C15H29CeO. The level of theory is the ωB97M-V functional and the def2-TZVPD basis.

Computed properties:
⟨S²⟩: 0.751
Multiplicity: 2
Relative energy (zero: lowest compared OMol25 entry of this formula, charge and spin): 0.0 kcal per mole
Net charge: +2

Each line ends with the Mulliken spin population.
Element x y z (Å)
C  -0.966  -0.458  -2.141  0.0025
H  -1.970  -0.776  -2.433  -0.0001
H  -0.450  0.221  -2.784  0.0013
H  -1.320  0.245  -1.381  -0.0012
C  -0.176  -1.798  -2.217  0.0009
H  0.821  -1.877  -1.760  -0.0006
H  -0.745  -2.651  -1.841  0.0004
C  0.059  -2.103  -3.728  -0.0001
H  0.622  -3.007  -3.893  0.0001
H  -0.857  -2.227  -4.286  -0.0001
H  0.613  -1.325  -4.226  0.0000
C  1.487  1.008  1.733  -0.0023
C  2.139  0.188  0.700  -0.0077
C  1.771  0.722  -0.575  -0.0108
C  0.907  1.838  -0.332  0.0074
C  0.732  2.012  1.080  0.0078
C  -0.219  2.963  1.712  -0.0009
C  0.457  2.803  -1.377  -0.0001
C  2.431  0.425  -1.864  -0.0018
C  3.048  -0.958  0.956  -0.0017
C  1.455  0.665  3.175  0.0029
Ce  -0.148  -0.255  0.620  1.0061
H  -0.498  3.291  -1.129  0.0001
H  1.206  3.628  -1.525  -0.0005
H  0.345  2.316  -2.356  -0.0001
H  -0.978  3.280  1.007  0.0002
H  -0.705  2.466  2.558  -0.0015
H  0.234  3.878  2.120  -0.0003
H  1.688  -0.391  3.307  -0.0006
H  2.201  1.238  3.745  0.0003
H  0.479  0.880  3.597  -0.0013
H  3.303  -1.452  0.027  -0.0003
H  3.968  -0.557  1.410  0.0002
H  2.619  -1.689  1.647  0.0007
H  1.758  0.368  -2.698  -0.0001
H  3.156  1.229  -2.062  0.0004
H  2.991  -0.498  -1.808  0.0000
C  -4.357  -1.218  1.815  -0.0005
C  -2.971  -1.567  2.337  0.0005
O  -2.051  -1.828  1.220  0.0006
H  -4.319  -0.437  1.076  0.0003
H  -4.937  -0.841  2.655  0.0000
H  -4.858  -2.104  1.381  0.0000
H  -2.553  -0.722  2.921  -0.0001
H  -2.896  -2.459  2.949  -0.0002
H  -2.519  -2.466  0.669  0.0001

***

4.
This record from the OMol25 dataset describes a molecular structure, C5H7NO2. The level of theory is the ωB97M-V functional and the def2-TZVPD basis.

Computed properties:
Relative energy (zero: lowest compared OMol25 entry of this formula, charge and spin): 76.5 kcal per mole

Each line ends with the natural charge from an NBO analysis.
Element x y z (Å)
C  -1.447  -0.284  -0.931  -0.1120
C  1.124  -0.874  -0.759  -0.4237
C  0.862  0.669  1.019  0.6018
C  -0.031  0.013  -0.572  0.3622
C  1.013  -0.723  0.772  -0.4420
O  1.028  1.256  2.198  -0.6312
O  -2.366  0.482  -0.197  -0.7065
N  0.296  1.282  -0.038  -0.7114
H  0.691  2.162  2.132  0.5009
H  -1.890  1.294  0.052  0.4861
H  -1.521  -0.074  -2.015  0.1904
H  -1.663  -1.347  -0.790  0.2017
H  0.883  -1.868  -1.126  0.2255
H  2.017  -0.451  -1.224  0.2139
H  1.004  -1.536  1.478  0.2442

***

Ordered max |F| results: 0.0793; 0.0039; 0.1134; 0.0400; unit Eh/bohr.